1.
C4H11NO2 | ωB97M-V/def2-TZVPD

```
18
Properties=species:S:1:pos:R:3:lowdin_charge:R:1
C -0.9707 0.4072 1.5358 -0.05
N 0.0562 -0.2613 1.9337 -0.03
C 0.7745 -1.0603 1.0347 -0.19
C 1.1643 -0.5152 -0.1445 -0.16
C 2.1293 -1.1931 -1.1350 -0.11
H -1.6619 0.6748 2.3671 0.07
H -1.4536 0.4970 0.5443 0.08
H 1.0306 -2.1102 1.2342 0.11
H 0.9573 0.5325 -0.5140 0.12
H 2.5793 -2.0448 -0.5689 0.08
H 1.7248 -1.3400 -2.1293 0.02
H 3.0305 -0.5033 -1.3154 0.10
O -0.2080 -1.1476 -3.4283 -0.10
H 0.4459 -0.9763 -2.7503 -0.04
H -0.1084 -1.9764 -4.0141 0.09
O -2.8975 3.8979 2.2239 -0.10
H -3.0741 3.9443 3.1872 0.04
H -3.5185 3.1748 1.9389 0.05
```

As for the energy relative to the best compared isomer or geometry (same formula, charge and spin): 80.7 kcal/mol. The value obtained for the HOMO energy is -9.026 eV. As for the HOMO-LUMO gap: 9.7 eV. The value obtained for the lowest unoccupied orbital energy is 0.69 eV.

---

2.
C4H11NO2 | ωB97M-V/def2-TZVPD

```
18
Properties=species:S:1:pos:R:3:lowdin_charge:R:1
C -1.4238 1.1014 1.1084 -0.01
C -0.5957 1.1009 0.0674 -0.14
C -0.8350 -0.1407 -1.2818 -0.44
N 0.3779 -0.5242 -1.8270 0.05
O -1.7649 0.3529 -2.1538 0.02
H -1.7043 2.0030 1.6401 0.06
H -1.7763 0.1726 1.5421 0.06
H -0.2741 2.0559 -0.3470 0.09
H -1.2934 -0.9337 -0.6969 0.13
H 1.0654 -0.7253 -1.0567 0.07
H 0.7782 0.1641 -2.4559 0.09
H -1.3469 0.9565 -2.7789 0.10
C 1.5789 -1.2234 1.5752 -0.18
O 1.6974 -0.3178 0.5072 -0.24
H 2.5022 -1.8089 1.6352 0.08
H 1.4300 -0.7163 2.5402 0.08
H 0.7504 -1.9292 1.4435 0.07
H 0.8340 0.4123 0.5386 0.10
```

As for the energy relative to the best compared isomer or geometry (same formula, charge and spin): 90.2 kcal/mol. The value obtained for the HOMO energy is -8.680 eV. As for the HOMO-LUMO gap: 9.4 eV. The value obtained for the lowest unoccupied orbital energy is 0.75 eV.

---

3.
C4H11NO2 | ωB97M-V/def2-TZVPD

```
18
Properties=species:S:1:pos:R:3:lowdin_charge:R:1
C -1.4636 -0.4740 1.4367 -0.10
C -1.5203 0.7894 0.5742 -0.15
C -0.2897 1.0282 -0.2803 -0.49
O -0.2306 1.7328 -1.2658 0.08
N 0.8890 0.4238 0.1920 -0.04
C 2.0855 0.4411 -0.6067 -0.11
H -2.4439 -0.7349 1.8354 0.07
H -0.7476 -0.3765 2.2535 0.07
H -1.1173 -1.3280 0.8560 0.06
H -2.3012 0.6748 -0.1784 0.12
H -1.6988 1.6745 1.1869 0.12
H 1.0528 0.7569 1.1355 0.14
H 2.7135 -0.4585 -0.5204 0.08
H 1.8301 0.2341 -1.6526 0.09
H 2.7453 1.2956 -0.4589 0.09
O 0.2920 -2.2669 -1.4768 -0.04
H -0.2122 -1.8710 -2.1739 0.03
H 0.4172 -1.5413 -0.8566 -0.01
```

As for the energy relative to the best compared isomer or geometry (same formula, charge and spin): 19.9 kcal/mol. The value obtained for the HOMO energy is -9.784 eV. As for the HOMO-LUMO gap: 10.5 eV. The value obtained for the lowest unoccupied orbital energy is 0.69 eV.

---

What did the first record say?
C4H11NO2 | ωB97M-V/def2-TZVPD

```
18
Properties=species:S:1:pos:R:3:lowdin_charge:R:1
C -0.9707 0.4072 1.5358 -0.05
N 0.0562 -0.2613 1.9337 -0.03
C 0.7745 -1.0603 1.0347 -0.19
C 1.1643 -0.5152 -0.1445 -0.16
C 2.1293 -1.1931 -1.1350 -0.11
H -1.6619 0.6748 2.3671 0.07
H -1.4536 0.4970 0.5443 0.08
H 1.0306 -2.1102 1.2342 0.11
H 0.9573 0.5325 -0.5140 0.12
H 2.5793 -2.0448 -0.5689 0.08
H 1.7248 -1.3400 -2.1293 0.02
H 3.0305 -0.5033 -1.3154 0.10
O -0.2080 -1.1476 -3.4283 -0.10
H 0.4459 -0.9763 -2.7503 -0.04
H -0.1084 -1.9764 -4.0141 0.09
O -2.8975 3.8979 2.2239 -0.10
H -3.0741 3.9443 3.1872 0.04
H -3.5185 3.1748 1.9389 0.05
```

As for the energy relative to the best compared isomer or geometry (same formula, charge and spin): 80.7 kcal/mol. The value obtained for the HOMO energy is -9.026 eV. As for the HOMO-LUMO gap: 9.7 eV. The value obtained for the lowest unoccupied orbital energy is 0.69 eV.